<1>
{"formula": "C3H5NOS2", "method": "wB97M-V/def2-TZVPD", "species": ["C", "C", "C", "H", "H", "H", "H", "H", "N", "O", "S", "S"], "positions_angstrom": [[2.1648, 1.5778, 0.0331], [-0.2459, 0.0245, -0.4717], [-1.4293, -0.8262, -0.1452], [1.9083, 2.4773, -0.5428], [2.6240, 2.2547, 0.8591], [2.7521, 0.9295, -0.5179], [-2.1766, -0.8414, -1.1009], [-1.5300, -1.6095, 2.8939], [-1.8247, -1.4090, 0.9097], [-1.1165, -1.1746, 2.0305], [0.6955, 0.7092, 0.8489], [0.2538, 0.0029, -2.1427]], "nbo_charge": [-0.731, -0.326, -0.061, 0.238, 0.241, 0.234, 0.236, 0.500, -0.075, -0.555, 0.367, -0.066], "homo_lumo_gap_ha": 0.287, "total_charge": 0, "molar_mass_g_mol": 135.21, "lumo_energy_ha": -0.0344, "homo_ev": -8.756}

=====

<2>
{"formula": "C3H5NOS2", "method": "wB97M-V/def2-TZVPD", "species": ["C", "C", "C", "H", "H", "H", "H", "H", "N", "O", "S", "S"], "positions_angstrom": [[-0.5314, -0.4382, -0.0727], [0.6962, -1.2839, 0.0833], [1.1056, 1.1657, 0.1033], [-2.4560, 1.2057, -0.6016], [0.6154, -2.2201, -0.4798], [0.7812, -1.5469, 1.1436], [1.3198, 2.0816, -0.5207], [1.2848, 1.3134, 1.1445], [-1.6516, -0.9175, -0.0694], [-0.2628, 0.8811, -0.0748], [-3.0089, 0.0213, -0.2417], [2.1076, -0.2624, -0.4140]], "nbo_charge": [0.528, -0.598, -0.199, 0.098, 0.262, 0.234, 0.219, 0.186, -0.619, -0.500, 0.198, 0.192], "homo_lumo_gap_ha": 0.341, "total_charge": 0, "molar_mass_g_mol": 135.21, "lumo_energy_ha": 0.0248, "homo_ev": -8.599}

=====

Decreasing stability: <2>, <1>

=====

<1>
{"formula": "C3H9NOS2", "method": "wB97M-V/def2-TZVPD", "species": ["C", "C", "C", "N", "O", "S", "S", "H", "H", "H", "H", "H", "H", "H", "H", "H"], "positions_angstrom": [[-1.7739, -0.0629, 2.3839], [1.8635, 0.5649, -0.4119], [-1.6537, 0.2731, 0.9053], [1.4235, -0.6500, -3.1845], [1.1575, -0.4880, 0.1942], [1.3301, 0.7113, -2.2039], [-0.4463, -0.7837, -0.1361], [-2.5095, 0.6808, 2.8763], [-2.1506, -1.1739, 2.5234], [-0.8558, 0.2784, 2.8669], [2.9817, 0.3682, -0.2129], [1.6119, 1.5637, -0.1100], [2.1851, -1.2583, -3.3040], [-1.2132, 1.2554, 0.6601], [-2.4672, -0.0330, 0.3111], [0.5169, -1.2460, -3.1579]], "nbo_charge": [-0.643, -0.210, -0.500, -1.002, -0.684, 0.347, 0.436, 0.215, 0.229, 0.222, 0.209, 0.185, 0.382, 0.220, 0.216, 0.377], "homo_lumo_gap_ha": 0.332, "total_charge": 0, "molar_mass_g_mol": 139.25, "lumo_energy_ha": 0.0285, "homo_ev": -8.264}

=====

<2>
{"formula": "C3H9NOS2", "method": "wB97M-V/def2-TZVPD", "species": ["N", "C", "C", "O", "C", "S", "S", "H", "H", "H", "H", "H", "H", "H", "H", "H"], "positions_angstrom": [[-0.3921, 1.1674, 0.9334], [-0.4188, 0.4931, -0.3327], [-1.6045, -0.3866, -0.3803], [-2.7701, 0.3303, -0.1308], [0.8336, -0.4216, -0.4978], [2.4667, 0.5976, -0.4305], [3.4595, -0.4196, 1.0752], [-1.2654, 1.1582, 1.3809], [0.3673, 0.5741, 1.4196], [-0.6504, 1.3211, -1.1079], [-1.4735, -1.2830, 0.3320], [-1.8008, -0.8472, -1.3299], [-2.4548, 1.2071, 0.0360], [0.6248, -1.2417, 0.2243], [0.8360, -0.9166, -1.4766], [4.2424, -1.3328, 0.2853]], "nbo_charge": [-0.839, -0.107, -0.071, -0.697, -0.522, 0.088, -0.152, 0.359, 0.366, 0.185, 0.148, 0.176, 0.457, 0.236, 0.230, 0.143], "homo_lumo_gap_ha": 0.356, "total_charge": 0, "molar_mass_g_mol": 139.25, "lumo_energy_ha": 0.0137, "homo_ev": -9.320}

=====

Decreasing stability: <2>, <1>

=====

<1>
{"formula": "CH3IOS2", "method": "wB97M-V/def2-TZVPD", "species": ["C", "O", "S", "S", "I", "H", "H", "H"], "positions_angstrom": [[-0.3801, -0.7329, -0.2427], [0.1536, 1.8149, -0.6393], [2.4143, 0.1757, -0.0424], [0.6420, 0.6852, 0.1188], [-2.5140, -0.0958, -0.1413], [-0.3533, -1.2267, -1.1812], [-0.3537, -1.4660, 0.5388], [0.3912, 0.8456, 1.5893]], "nbo_charge": [-0.743, -0.912, -0.395, 1.397, 0.084, 0.266, 0.249, 0.053], "homo_lumo_gap_ha": 0.342, "total_charge": 0, "molar_mass_g_mol": 222.07, "lumo_energy_ha": -0.0143, "homo_ev": -9.700}

=====

<2>
{"formula": "CH3IOS2", "method": "wB97M-V/def2-TZVPD", "species": ["C", "O", "S", "S", "I", "H", "H", "H"], "positions_angstrom": [[0.1766, -0.2053, -0.8922], [-0.1720, -0.2191, 1.4257], [1.1285, -2.0480, -0.5038], [-0.6474, -1.2327, 0.2726], [-0.5280, 2.7843, 0.0251], [0.9692, 0.3725, -0.3575], [-0.1203, 0.0996, -1.8833], [-0.8066, 0.4487, 1.9134]], "nbo_charge": [-0.537, -0.891, -0.020, 1.071, -0.790, 0.314, 0.277, 0.578], "homo_lumo_gap_ha": 0.206, "total_charge": 0, "molar_mass_g_mol": 222.07, "lumo_energy_ha": -0.0763, "homo_ev": -7.674}

=====

Decreasing stability: <1>, <2>

=====

<1>
{"formula": "CH3IOS2", "method": "wB97M-V/def2-TZVPD", "species": ["C", "O", "S", "S", "I", "H", "H", "H"], "positions_angstrom": [[-0.9630, 0.0891, -0.4445], [-1.4700, -2.2391, 0.9909], [-1.1653, 0.7621, -3.2982], [-0.0758, 0.3147, -1.7487], [-1.1248, -2.0766, 2.9442], [-0.4782, -0.3162, 0.5152], [-1.9634, 0.1108, -0.3911], [-2.3531, -2.2160, 0.9483]], "nbo_charge": [-0.620, -0.861, -0.431, 0.591, 0.411, 0.242, 0.205, 0.462], "homo_lumo_gap_ha": 0.269, "total_charge": 0, "molar_mass_g_mol": 222.07, "lumo_energy_ha": -0.0476, "homo_ev": -8.620}

=====

<2>
{"formula": "CH3IOS2", "method": "wB97M-V/def2-TZVPD", "species": ["C", "O", "S", "S", "I", "H", "H", "H"], "positions_angstrom": [[0.2722, -0.2889, 0.0205], [-2.1727, -0.6036, 0.9850], [-1.5454, 2.1173, -0.1392], [-1.0906, 0.5926, 0.8397], [2.2412, 0.4732, 0.1382], [0.4135, -1.3829, 0.3122], [-0.1592, -0.1700, -0.9368], [-0.4994, 0.7285, 2.1484]], "nbo_charge": [-0.777, -0.894, -0.319, 1.224, 0.157, 0.280, 0.244, 0.086], "homo_lumo_gap_ha": 0.362, "total_charge": 0, "molar_mass_g_mol": 222.07, "lumo_energy_ha": -0.0075, "homo_ev": -10.066}

=====

<3>
{"formula": "CH3IOS2", "method": "wB97M-V/def2-TZVPD", "species": ["C", "O", "S", "S", "I", "H", "H", "H"], "positions_angstrom": [[-0.6213, -0.6238, 0.4286], [0.8575, 1.6356, 0.3208], [-0.5066, -0.3920, -1.3532], [0.9500, 0.2154, 0.0297], [2.9353, 1.3636, -2.7495], [-1.3687, -0.0226, 0.9338], [-0.5671, -1.6564, 0.7471], [1.8377, 1.6561, -1.6649]], "nbo_charge": [-0.724, -0.921, 0.005, 1.169, -0.099, 0.247, 0.235, 0.088], "homo_lumo_gap_ha": 0.363, "total_charge": 0, "molar_mass_g_mol": 222.07, "lumo_energy_ha": -0.0011, "homo_ev": -9.913}

=====

<4>
{"formula": "CH3IOS2", "method": "wB97M-V/def2-TZVPD", "species": ["C", "O", "S", "S", "I", "H", "H", "H"], "positions_angstrom": [[-1.8120, 0.0841, 1.0402], [-0.4240, -0.3786, -0.8370], [2.7448, -0.2853, -1.9496], [-0.7078, 0.7133, 0.1350], [3.0815, 0.4097, 0.2430], [-2.3149, -0.8044, 0.9978], [-2.0382, 0.8384, 1.8138], [1.4705, -0.5770, -1.4432]], "nbo_charge": [-0.708, -0.948, -0.263, 1.216, 0.038, 0.241, 0.216, 0.209], "homo_lumo_gap_ha": 0.297, "total_charge": 0, "molar_mass_g_mol": 222.07, "lumo_energy_ha": -0.0187, "homo_ev": -8.595}

=====

Decreasing stability: <3>, <4>, <2>, <1>

=====

<1>
{"formula": "C7H15N", "method": "wB97M-V/def2-TZVPD", "species": ["C", "N", "C", "C", "C", "C", "C", "C", "H", "H", "H", "H", "H", "H", "H", "H", "H", "H", "H", "H", "H", "H", "H"], "positions_angstrom": [[-2.8262, -0.3690, -0.2098], [-2.1941, 0.8731, -0.0325], [-1.2518, 0.9012, 1.0083], [3.8248, -0.1117, -0.6929], [2.6758, -0.7517, 0.1991], [3.6110, 0.2480, 0.7597], [0.0344, 0.2735, 0.4282], [-3.7366, -0.4751, -1.4223], [-2.1060, -1.2154, -0.3511], [-3.3656, -0.7522, 0.6874], [-1.1265, 1.9494, 1.2647], [-1.5538, 0.3462, 1.9155], [3.6755, 0.7808, -1.2873], [4.7860, -0.6010, -0.8345], [2.7170, -1.6786, 0.7638], [3.2430, 1.2363, 1.0018], [4.4380, -0.0519, 1.3956], [0.4446, 0.9206, -0.3479], [-0.1781, -0.6812, -0.0337], [0.8877, 0.3033, 1.1167], [-4.2750, 0.4872, -1.5248], [-4.5341, -1.2156, -1.4361], [-3.1899, -0.4161, -2.3678]], "nbo_charge": [-0.299, -0.266, -0.259, -0.450, -0.184, -0.486, -0.630, -0.626, 0.203, 0.199, 0.212, 0.179, 0.225, 0.215, 0.197, 0.208, 0.201, 0.226, 0.224, 0.266, 0.214, 0.218, 0.213], "homo_lumo_gap_ha": 0.144, "total_charge": 0, "molar_mass_g_mol": 113.20, "lumo_energy_ha": -0.0959, "homo_ev": -6.538}

=====

<2>
{"formula": "C7H15N", "method": "wB97M-V/def2-TZVPD", "species": ["C", "C", "C", "C", "C", "C", "C", "H", "H", "H", "H", "H", "H", "H", "H", "H", "H", "H", "H", "H", "H", "H", "N"], "positions_angstrom": [[0.8475, 1.4959, 1.6120], [-0.2727, 1.2929, 0.4821], [-1.1000, -0.0417, 0.5893], [-1.5665, -0.6860, -1.8437], [-0.2224, -1.1296, 0.5180], [1.1165, -1.2032, 0.0573], [1.8793, -0.3628, -0.6909], [1.5424, 0.4697, 2.1410], [0.3051, 1.8498, 2.7131], [1.3834, 2.4380, 1.5193], [0.0156, 1.2240, -0.4945], [-0.8093, 2.2429, 0.5848], [-1.5431, -0.1814, 1.5387], [-3.2603, -0.5467, -0.1342], [-2.3073, -0.0353, -2.8042], [-1.3407, -2.1032, -1.6129], [-0.2069, -0.1679, -1.9858], [-0.9360, -2.1541, 0.7262], [1.6662, -2.0466, 0.1099], [1.7400, -0.8212, -1.8764], [1.7994, 1.3447, -0.4485], [3.3561, -0.7813, -0.1156], [-2.0863, -0.0967, -0.5848]], "nbo_charge": [-0.665, -0.428, -0.142, -0.461, -0.151, -0.352, -0.543, 0.235, 0.213, 0.219, 0.212, 0.223, 0.218, 0.367, 0.259, 0.201, 0.196, 0.211, 0.222, 0.257, 0.223, 0.170, -0.684], "homo_lumo_gap_ha": 0.322, "total_charge": 0, "molar_mass_g_mol": 113.20, "lumo_energy_ha": 0.0143, "homo_ev": -8.384}

=====

Decreasing stability: <1>, <2>